# C6H14O2

2 unconnected molecules or ions with the total composition C6H14O2 at a distorted geometry (the ωB97M-V functional and the def2-TZVPD basis, the Open Molecules 2025 dataset).

```
! wB97M-V def2-TZVPD RIJCOSX def2/J DEFGRID3
* xyz 0 1
C -0.067 0.015 -1.993
O 1.098 -0.496 -1.342
C -0.753 1.055 -1.055
C 0.035 1.259 0.279
C -0.484 0.434 1.356
C -0.100 -0.829 1.762
C -1.757 1.007 2.056
H 0.196 0.653 -2.929
H -0.726 -0.741 -2.186
H 1.789 -0.951 -1.836
H -1.895 0.886 -0.978
H -0.656 2.026 -1.559
H -0.068 2.394 0.429
H 1.167 1.140 0.135
H 0.694 -1.494 1.193
H -0.521 -1.514 2.445
H -1.908 2.068 1.861
H -2.658 0.577 1.717
H -1.848 1.055 3.130
H 3.271 -3.405 -1.088
H 2.390 -2.172 -0.918
O 2.800 -2.968 -0.477
*
```

Computed properties:
- frontier orbital gap (eV) = 9.30
- ΔE to the lowest compared entry with this formula, charge and spin (kcal/mol) = 79.9
- total energy (hartree) = -387.380151
- SMILES = C=C(C)CCCO.O
- molecular weight (g mol⁻¹) = 118.18

These are the natural (NBO) partial charges, in e, on atoms 1 to 5: number 1, C, carries -0.05; number 2, O, carries -0.75; number 3, C, carries -0.41; number 4, C, carries -0.45; number 5, C, carries 0.01